[1]
Entry from the OMol25 dataset: 10 unconnected molecules or ions with the total composition C81H178N10O13 (the ωB97M-V functional and the def2-TZVPD basis).

```
! RIJCOSX wB97M-V def2-TZVPD def2/J DEFGRID3
* xyz 0 1
C 3.36 1.81 1.14
C 4.68 2.39 0.56
C 5.57 1.21 0.21
C 4.42 3.12 -0.78
C 3.92 4.60 -0.62
C 4.92 5.34 0.23
C 5.12 4.75 1.61
C 6.33 5.39 2.25
C 3.86 5.07 2.45
N 5.42 3.30 1.56
O 5.56 2.65 2.81
H 2.71 2.55 1.61
H 2.83 1.34 0.31
H 3.60 1.08 1.91
H 6.55 1.59 -0.05
H 5.79 0.46 0.96
H 5.21 0.66 -0.66
H 5.39 3.24 -1.28
H 3.79 2.49 -1.41
H 3.76 5.09 -1.58
H 2.91 4.66 -0.21
H 4.69 6.40 0.31
H 5.84 5.24 -0.34
H 6.63 5.12 3.27
H 6.33 6.48 2.37
H 7.22 5.07 1.71
H 3.70 6.14 2.37
H 3.87 4.75 3.50
H 2.98 4.69 1.92
H 6.48 2.36 2.78
C -4.68 3.59 -4.62
C -5.40 3.23 -3.46
C -5.52 4.38 -2.38
C -6.85 2.93 -4.02
C -7.73 2.13 -3.09
C -7.05 0.85 -2.62
C -5.59 0.99 -2.08
C -5.62 1.49 -0.67
C -4.96 -0.42 -2.29
N -4.84 2.00 -2.94
O -3.45 2.15 -2.65
H -5.32 4.19 -5.26
H -3.73 4.13 -4.59
H -4.44 2.69 -5.18
H -4.59 4.73 -1.95
H -5.96 5.32 -2.71
H -6.15 4.10 -1.53
H -7.39 3.85 -4.22
H -6.79 2.45 -5.00
H -8.00 2.65 -2.17
H -8.66 1.85 -3.57
H -7.08 0.24 -3.53
H -7.68 0.50 -1.81
H -4.84 2.25 -0.55
H -5.28 0.65 -0.06
H -6.57 1.82 -0.25
H -4.80 -0.65 -3.34
H -5.54 -1.24 -1.87
H -4.00 -0.42 -1.78
H -3.10 1.68 -3.41
C -0.88 -7.39 -4.32
C -0.98 -6.16 -3.42
C -2.39 -5.94 -2.85
C -0.06 -6.50 -2.25
C 0.55 -5.27 -1.57
C 1.15 -4.30 -2.55
C 0.23 -3.91 -3.77
C -0.66 -2.71 -3.30
C 1.13 -3.34 -4.91
N -0.57 -5.02 -4.32
O -1.43 -4.77 -5.38
H 0.17 -7.35 -4.62
H -1.09 -8.39 -3.96
H -1.39 -7.29 -5.28
H -2.76 -6.77 -2.25
H -2.37 -4.96 -2.37
H -3.04 -5.74 -3.70
H -0.66 -7.05 -1.52
H 0.70 -7.22 -2.55
H -0.17 -4.69 -1.00
H 1.34 -5.60 -0.89
H 2.07 -4.78 -2.86
H 1.46 -3.36 -2.09
H -0.11 -1.83 -2.99
H -1.34 -3.04 -2.51
H -1.41 -2.42 -4.03
H 0.55 -3.15 -5.81
H 1.77 -4.14 -5.30
H 1.56 -2.35 -4.77
H -0.94 -4.94 -6.18
C 3.27 -7.88 0.88
C 4.69 -7.30 1.21
C 4.48 -5.73 1.41
C 5.17 -7.85 2.59
C 5.66 -9.34 2.56
C 6.81 -9.28 1.56
C 6.45 -8.85 0.12
C 7.80 -8.75 -0.50
C 5.68 -10.00 -0.57
N 5.80 -7.53 0.24
O 5.57 -6.87 -1.02
H 3.36 -8.96 0.77
H 2.57 -7.73 1.69
H 2.99 -7.45 -0.08
H 3.81 -5.56 2.26
H 5.28 -5.15 1.87
H 4.07 -5.24 0.53
H 5.97 -7.27 3.05
H 4.43 -7.66 3.36
H 5.89 -9.78 3.53
H 4.88 -9.94 2.08
H 7.14 -10.32 1.55
H 7.66 -8.72 1.96
H 8.49 -8.05 -0.04
H 7.65 -8.43 -1.53
H 8.27 -9.72 -0.63
H 5.45 -9.72 -1.60
H 4.70 -10.19 -0.14
H 6.22 -10.94 -0.58
H 6.33 -6.29 -1.08
C 0.40 1.43 -3.72
C 1.14 2.54 -4.45
C 1.38 3.74 -3.51
C 2.57 2.06 -4.72
C 2.67 1.20 -5.97
C 2.10 1.87 -7.20
C 0.63 2.33 -7.07
C 0.24 3.30 -8.26
C -0.35 1.15 -7.12
N 0.48 3.02 -5.75
O -0.78 3.62 -5.49
H 0.74 1.28 -2.70
H -0.65 1.68 -3.56
H 0.27 0.44 -4.14
H 1.86 4.59 -4.00
H 0.45 4.06 -3.04
H 2.10 3.57 -2.71
H 3.21 2.93 -4.86
H 2.94 1.46 -3.89
H 3.73 0.96 -6.08
H 2.16 0.25 -5.78
H 2.17 1.20 -8.05
H 2.76 2.65 -7.59
H 0.20 2.83 -9.25
H 0.96 4.11 -8.33
H -0.71 3.78 -8.07
H -1.39 1.48 -7.18
H -0.26 0.51 -6.24
H -0.21 0.57 -8.03
H -0.66 4.57 -5.63
C -3.43 -4.31 3.79
C -4.82 -4.08 3.25
C -5.85 -4.74 4.15
C -5.15 -2.52 3.19
C -4.63 -1.75 1.98
C -4.91 -2.54 0.72
C -4.39 -4.02 0.65
C -4.91 -4.70 -0.73
C -2.86 -3.87 0.56
N -4.90 -4.69 1.88
O -4.72 -6.05 1.80
H -3.17 -5.37 3.77
H -2.69 -3.57 3.47
H -3.42 -4.07 4.85
H -5.65 -5.80 4.34
H -5.90 -4.23 5.12
H -6.90 -4.71 3.84
H -6.20 -2.29 3.33
H -4.74 -2.03 4.08
H -5.19 -0.82 1.89
H -3.58 -1.49 2.11
H -4.42 -1.99 -0.09
H -5.96 -2.48 0.44
H -4.91 -3.97 -1.54
H -5.87 -5.18 -0.54
H -4.32 -5.50 -1.15
H -2.63 -3.21 -0.28
H -2.53 -4.89 0.40
H -2.33 -3.57 1.46
H -5.57 -6.29 1.43
C -1.82 6.28 3.72
C -0.78 5.56 4.65
C 0.56 6.23 4.38
C -1.25 5.73 6.14
C -0.44 4.91 7.09
C -0.36 3.41 6.71
C 0.04 3.10 5.27
C 1.60 3.24 5.09
C -0.37 1.63 5.02
N -0.73 4.08 4.36
O -0.59 3.77 2.97
H -2.16 7.22 4.15
H -1.47 6.38 2.69
H -2.78 5.76 3.71
H 0.44 7.32 4.37
H 1.31 5.92 5.10
H 0.76 6.01 3.33
H -1.02 6.77 6.40
H -2.33 5.70 6.30
H 0.55 5.37 7.17
H -0.92 5.01 8.07
H -1.32 2.95 6.94
H 0.33 3.02 7.46
H 1.96 4.16 5.56
H 1.81 3.33 4.03
H 2.16 2.38 5.46
H 0.29 1.30 4.22
H -1.38 1.66 4.61
H -0.44 1.00 5.90
H -1.39 3.30 2.72
C 0.31 -6.02 2.46
O 0.93 -5.21 3.48
C 0.32 -5.36 4.73
C 0.98 -4.52 5.84
N 1.03 -3.07 5.59
C 1.75 -2.34 6.68
C 2.16 -0.95 6.15
O 3.29 -1.24 5.29
C 3.71 -0.01 4.65
H -0.78 -6.01 2.46
H 0.72 -7.03 2.49
H 0.70 -5.65 1.52
H 0.35 -6.42 4.95
H -0.72 -5.05 4.82
H 1.97 -4.94 6.01
H 0.36 -4.74 6.70
H 1.58 -2.81 4.79
H 2.53 -2.95 7.13
H 1.06 -2.31 7.53
H 2.47 -0.25 6.92
H 1.36 -0.38 5.67
H 4.07 0.71 5.39
H 2.94 0.44 4.03
H 4.57 -0.24 4.03
C -1.41 5.12 -0.71
O -1.33 6.45 -1.28
C -2.35 6.68 -2.25
C -2.16 8.04 -2.93
N -2.67 9.08 -2.02
C -2.70 10.53 -2.45
C -1.35 11.07 -3.02
O -0.29 11.00 -2.08
C 0.76 11.85 -2.53
H -0.61 5.11 0.04
H -1.26 4.33 -1.45
H -2.29 4.97 -0.09
H -3.35 6.59 -1.84
H -2.28 5.89 -3.00
H -2.75 7.98 -3.84
H -1.10 8.19 -3.13
H -2.00 8.96 -1.27
H -3.08 11.16 -1.65
H -3.60 10.54 -3.07
H -1.62 12.09 -3.28
H -1.01 10.46 -3.86
H 1.15 11.75 -3.54
H 1.58 11.84 -1.81
H 0.47 12.90 -2.64
C 2.25 -2.55 2.12
O 1.62 -1.87 1.07
C 0.20 -2.09 0.97
C -0.44 -0.65 1.01
N -0.05 0.21 -0.12
C -0.46 1.62 0.11
C -2.00 1.84 0.31
O -2.30 1.63 1.65
C -3.60 2.02 2.10
H 3.21 -2.08 2.32
H 2.50 -3.57 1.84
H 1.74 -2.49 3.08
H -0.21 -2.74 1.74
H 0.01 -2.51 -0.01
H -0.14 -0.26 1.98
H -1.53 -0.61 1.00
H 0.95 0.12 -0.22
H -0.09 2.09 -0.80
H 0.13 2.00 0.94
H -2.56 1.15 -0.32
H -2.32 2.87 0.13
H -4.46 1.82 1.46
H -3.57 3.09 2.27
H -3.93 1.51 3.01
*
```

Results
structure (SMILES) = CC1(C)CCCC(C)(C)N1O.CC1(C)CCCC(C)(C)N1O.CC1(C)CCCC(C)(C)N1O.CC1(C)CCCC(C)(C)N1O.CC1(C)CCCC(C)(C)N1O.CC1(C)CCCC(C)(C)N1O.CC1(C)CCCC(C)(C)N1O.COCCNCCOC.COCCNCCOC.COCCNCCOC
highest occupied orbital energy = -7.918 eV
E_LUMO = 0.579 eV
energy above the lowest of the compared OMol25 structures with the same formula, charge and spin = 51.78 kcal/mol

Here are the Löwdin charges for atoms 1 to 6, given in e: number 1, C, carries -0.008; number 2, C, carries -0.463; number 3, C, carries -0.057; number 4, C, carries -0.115; number 5, C, carries -0.177; number 6, C, carries -0.155

[2]
Entry from the OMol25 dataset: a molecular structure, C27H50OP2Rh (the ωB97M-V functional and the def2-TZVPD basis).

```
! RIJCOSX wB97M-V def2-TZVPD def2/J DEFGRID3
* xyz 1 5
Rh -0.78 -2.36 -0.63
C 1.23 -1.22 1.71
C -0.08 -1.50 2.12
C 0.63 -3.20 0.64
C 1.64 -2.16 0.73
C -0.56 -2.71 1.43
C 2.11 -0.18 2.31
H 1.54 0.70 2.63
H 2.88 0.17 1.62
H 2.62 -0.57 3.20
C 2.99 -2.23 0.12
H 3.76 -1.93 0.84
H 3.12 -1.60 -0.77
H 3.17 -3.26 -0.18
C 0.88 -4.66 0.45
H 1.18 -5.17 1.38
H 1.67 -4.81 -0.30
H -0.04 -5.12 0.09
C -1.52 -3.63 2.10
H -1.00 -4.21 2.87
H -2.00 -4.31 1.40
H -2.30 -3.01 2.57
C -0.78 -0.84 3.24
H -1.11 -1.56 4.00
H -1.67 -0.29 2.91
H -0.10 -0.14 3.72
C 1.63 2.48 0.51
C 1.35 3.50 1.29
C 0.15 3.79 2.17
C -1.20 4.01 1.43
C -1.90 2.70 1.37
C -1.39 1.64 0.73
C -0.49 1.57 -0.48
C 1.03 1.41 -0.27
H 0.43 4.68 2.74
H -0.98 4.43 0.43
H 0.03 2.95 2.87
H 1.53 1.32 -1.27
H 3.28 2.03 0.16
H 2.09 4.31 1.39
H 1.22 0.40 0.14
H -0.73 0.58 -0.97
H -1.75 0.63 0.97
H -0.67 2.39 -1.19
H -1.81 4.73 1.97
H -2.84 2.59 1.93
P -2.40 0.54 -2.24
P -2.60 -2.72 -1.46
C -3.85 -0.50 -2.71
C -3.33 -1.91 -2.95
H -4.32 -0.09 -3.62
H -4.57 -0.44 -1.87
H -4.14 -2.58 -3.26
H -2.54 -1.93 -3.72
C -2.74 -4.48 -1.92
H -2.30 -5.09 -1.13
H -2.19 -4.63 -2.86
H -3.81 -4.72 -2.05
C -3.97 -2.56 -0.26
H -4.88 -2.88 -0.79
H -4.06 -1.52 0.08
H -3.79 -3.20 0.62
C -1.70 0.95 -3.90
H -0.78 1.54 -3.75
H -2.42 1.56 -4.47
H -1.45 0.05 -4.46
C -3.35 2.11 -2.08
H -4.16 1.99 -1.36
H -3.78 2.38 -3.05
H -2.71 2.93 -1.74
C 4.64 4.02 0.14
C 5.05 2.69 -0.45
C 6.47 2.28 -0.12
O 4.20 1.63 0.00
H 4.69 3.97 1.23
H 3.60 4.24 -0.13
H 5.29 4.82 -0.21
H 4.96 2.76 -1.54
H 6.54 2.03 0.95
H 6.74 1.38 -0.69
H 7.18 3.08 -0.36
*
```

Results
<S²> = 6.04
highest occupied orbital energy (spin up / spin down) = -9.923 / -10.779 eV
E_LUMO (spin up / spin down) = -2.502 / -4.861 eV
energy above the lowest of the compared OMol25 structures with the same formula, charge and spin = 34.31 kcal/mol

Here are the Löwdin charges for atoms 1 to 6, given in e: number 1, Rh, carries 0.741; number 2, C, carries -0.202; number 3, C, carries -0.166; number 4, C, carries -0.359; number 5, C, carries -0.196; number 6, C, carries -0.369

These records have strongest force on any atom values of 4.929; 4.914 eV/A, in the order they appear.
These records have calculated total energy values of -4718.055433; -1926.795355 Eh, in the order they appear.